# 1
Molecular formula: C26H29Br2CsIN5O2S2
Method: DFT, ωB97M-V/def2-TZVPD

Positions of all 68 atoms, in Å:
Cs (-0.86979, -0.20207, 0.62313)
O (-1.32919, 2.39022, 1.00285)
S (-2.65736, 2.42858, 0.37991)
O (-2.72840, 3.02256, -0.93604)
N (-3.21853, 0.98934, 0.51373)
C (-4.43190, 0.53899, 0.08778)
C (-5.58162, 1.29728, -0.02778)
C (-6.81467, 0.71310, -0.36098)
C (-6.93084, -0.63202, -0.57364)
C (-5.77864, -1.44727, -0.49736)
C (-5.82662, -2.84111, -0.72597)
C (-4.67248, -3.57116, -0.69134)
C (-3.46602, -2.88684, -0.45028)
N (-3.38688, -1.60677, -0.20146)
C (-4.52086, -0.87060, -0.19638)
C (-3.61748, 3.52801, 1.45065)
C (-3.80831, 3.17099, 2.77864)
C (-4.54757, 3.99214, 3.61410)
C (-5.09652, 5.16964, 3.11988)
C (-4.90385, 5.51820, 1.79456)
C (-4.16303, 4.69515, 0.95780)
H (-5.55481, 2.36189, 0.15705)
H (-7.68276, 1.35721, -0.43194)
H (-7.88196, -1.09078, -0.81519)
H (-6.78382, -3.30587, -0.93173)
H (-4.66174, -4.63819, -0.86724)
H (-2.53048, -3.44114, -0.46436)
H (-3.37791, 2.24486, 3.14176)
H (-4.69774, 3.71380, 4.64926)
H (-5.67454, 5.81137, 3.77289)
H (-5.33173, 6.43432, 1.40696)
H (-4.00599, 4.94846, -0.08412)
Br (0.91662, 0.80529, 3.33935)
C (1.67269, 1.68618, 1.78704)
Br (2.40209, 0.43349, 0.47830)
H (2.50985, 2.27824, 2.11705)
H (0.88841, 2.26747, 1.31071)
C (3.19324, 1.25678, -2.71215)
N (3.57729, 2.50070, -2.07398)
C (4.94369, 2.49555, -1.58479)
C (2.65061, 3.37340, -1.56034)
S (2.94014, 4.20912, -0.14613)
N (1.47698, 3.48355, -2.23703)
C (0.30636, 4.08963, -1.61595)
C (1.42539, 3.49751, -3.69062)
H (3.62004, 0.42310, -2.14532)
H (3.56486, 1.19377, -3.73948)
H (2.11177, 1.14889, -2.71887)
H (5.60107, 2.15840, -2.39053)
H (5.06200, 1.82236, -0.72910)
H (5.22797, 3.49298, -1.27432)
H (0.32392, 3.89730, -0.55146)
H (-0.58896, 3.63865, -2.04544)
H (0.26869, 5.17038, -1.77986)
H (2.41430, 3.37292, -4.11781)
H (1.03214, 4.46295, -4.01910)
H (0.76624, 2.71412, -4.07371)
I (-0.83673, -4.31239, 2.26064)
C (0.72631, -4.12942, 0.86703)
C (1.59169, -5.20662, 0.70870)
C (2.63107, -5.07999, -0.19492)
C (2.76798, -3.88710, -0.89580)
C (1.84954, -2.88051, -0.65127)
N (0.84599, -2.99705, 0.21256)
H (1.44840, -6.10770, 1.28721)
H (3.32560, -5.89517, -0.34783)
H (3.56602, -3.73557, -1.60869)
H (1.92164, -1.92918, -1.17330)

LUMO level: 0.0 eV
Total energy: -7694.6610 Eh
Kohn-Sham gap: 7.3 eV
Strongest force on any atom: 0.045 hartree/bohr
HOMO level: -7.30 eV
ΔE to the lowest compared entry with this formula, charge and spin: 28.51 kcal/mol

---

# 2
Molecular formula: C7H17F3LiN2O9S
Method: DFT, ωB97M-V/def2-TZVPD

Positions of all 40 atoms, in Å:
Li (0.55442, 0.41404, 0.88546)
N (1.16940, -0.36419, 3.66960)
O (1.93408, -1.20063, 4.21556)
O (1.55874, 0.26141, 2.64610)
O (0.03358, -0.17714, 4.17662)
C (-3.45159, 1.87427, 0.40003)
F (-4.72498, 2.03653, 0.72292)
F (-3.30123, 1.40622, -0.85591)
F (-2.87564, 3.07203, 0.39018)
S (-2.59856, 0.68480, 1.59560)
O (-1.20779, 0.92966, 1.21607)
O (-3.01987, 1.15853, 2.89976)
O (-2.98204, -0.71049, 1.37793)
C (1.89720, -2.16011, -1.16726)
C (0.39006, -1.99877, -1.18497)
C (-0.34629, -3.29034, -1.55405)
O (-1.76251, -3.19030, -1.61888)
C (-2.28440, -2.20170, -2.48382)
N (-0.03922, -1.47281, 0.11949)
H (2.27378, -2.86891, -0.42153)
H (2.43140, -1.25777, -0.85998)
H (2.32255, -2.46211, -2.12659)
H (0.06635, -1.27196, -1.93962)
H (-0.08448, -3.97323, -0.74166)
H (-0.07732, -3.73832, -2.51571)
H (-1.94697, -1.22513, -2.12458)
H (-3.36468, -2.29600, -2.50752)
H (-1.86710, -2.35325, -3.49028)
H (0.32690, -2.17103, 0.76951)
H (-1.05696, -1.54274, 0.19162)
C (1.36163, 2.84778, -0.11822)
C (2.47797, 3.61934, 0.56403)
O (3.67363, 3.71702, -0.20827)
O (1.72257, 1.46156, -0.24903)
H (1.12111, 3.22892, -1.11911)
H (0.44821, 3.11243, 0.42060)
H (2.65933, 3.17419, 1.54337)
H (2.03509, 4.61563, 0.64805)
H (4.00164, 2.83811, -0.40924)
H (2.53198, 1.47444, -0.75627)

LUMO level: 1.9 eV
Total energy: -1768.9425 Eh
Kohn-Sham gap: 7.1 eV
Strongest force on any atom: 0.051 hartree/bohr
HOMO level: -5.17 eV
Net charge: -1
ΔE to the lowest compared entry with this formula, charge and spin: 15.32 kcal/mol